Record 1
The following is a DFT calculation (the ωB97M-V functional and the def2-TZVPD basis) of 2 unconnected molecules or ions with the total composition C4H9NOS2.

Structure (XYZ):
```
17
Properties=species:S:1:pos:R:3
S 0.12597 2.26025 1.88962
S -2.23660 -0.82298 -1.34276
O 1.72340 -2.35611 0.09829
N 1.32110 -0.09265 0.27585
C 0.08270 1.04605 -1.47137
C 0.34153 -0.24540 -0.71297
C -1.02349 -0.78779 -0.09085
C 1.91021 -1.27554 0.63243
H -0.83626 -1.79057 0.30648
H -0.53345 1.70266 -0.85585
H 0.79871 1.19864 1.18294
H -1.31925 -0.12440 0.72436
H 0.99204 1.56734 -1.75368
H 0.67125 -1.02241 -1.40979
H 2.59211 -1.17068 1.48370
H 1.18774 3.07121 2.05361
H -0.54115 0.79740 -2.34748
```

Values from the calculation:
* E_HOMO: -9.1 eV
* orbital gap: 4.740 eV
* net charge: 0


Record 2
The following is a DFT calculation (the ωB97M-V functional and the def2-TZVPD basis) of a molecular structure, Cl2H2OSi.

Structure (XYZ):
```
6
Properties=species:S:1:pos:R:3
Cl -2.14902 -0.17763 0.88258
Cl 1.02456 -1.15443 1.24113
Si 0.72495 -0.03203 -0.37586
O -1.31138 0.97249 0.04298
H 1.06758 1.44616 -0.46049
H 0.64331 -1.05456 -1.33033
```

Values from the calculation:
* E_HOMO: -9.1 eV
* orbital gap: 8.441 eV
* net charge: 0


In kJ/mol, the relative energy (zero: lowest compared OMol25 entry of this formula, charge and spin) values for the records above are, in order, 492.2 579.9.